{"formula": "C5H10N2O2", "method": "wB97M-V/def2-TZVPD", "smiles": "CC#[N+][O-].C#CC.NO", "max_force_ev_per_a": 6.08, "total_charge": 0, "homo_lumo_gap_ev": 9.958, "e_lumo_ev": 0.371, "homo_ev": -9.59, "symbols": ["C", "C", "N", "O", "H", "H", "H", "C", "C", "C", "H", "H", "H", "H", "N", "O", "H", "H", "H"], "xyz": [[0.043, -2.767, 0.191], [1.063, -2.589, -0.775], [1.310, -2.156, -1.838], [1.764, -1.767, -2.887], [0.289, -3.712, 0.645], [-0.950, -3.030, -0.205], [-0.127, -1.950, 0.855], [0.963, -0.281, 1.445], [0.806, 0.192, 0.336], [0.888, 1.321, -0.645], [1.022, -1.015, 2.156], [1.197, 0.975, -1.575], [1.568, 2.152, -0.475], [-0.151, 1.723, -0.832], [0.755, 3.839, 2.072], [-0.452, 4.332, 2.525], [0.634, 3.410, 1.146], [1.124, 3.112, 2.646], [-1.112, 3.796, 2.315]]}